C5H8BrO2S as an isolated structure. Source: OMol25; level of theory: ωB97M-V/def2-TZVPD.

Output
ΔE to the lowest compared entry with this formula, charge and spin: 0.646 eV
LUMO: 3.04 eV
max |F|: 0.062 hartree/bohr
HOMO-LUMO gap: 0.268 Eh

```
! wB97M-V def2-TZVPD RIJCOSX def2/J DEFGRID3
* xyz -1 1
H -1.104 -1.903 -0.298
C -0.107 -1.546 -0.454
C -1.587 0.604 -0.757
Br -0.403 2.302 1.474
O -1.602 1.642 -1.432
C -0.368 0.346 1.222
C -0.124 -0.005 -0.233
H -1.252 -0.160 1.601
O -2.427 -0.073 -0.136
H 0.722 1.594 -1.441
H 1.639 -1.120 1.519
H 1.757 1.190 -0.026
S 1.104 -0.042 2.332
H 0.318 -1.766 -1.391
C 1.033 0.770 -0.798
H 1.690 0.088 -1.421
H 0.709 -1.922 0.240
*
```